Record 1
Here is 3 unconnected molecules or ions with the total composition C4H10O3 in a non-equilibrium geometry from the OMol25 dataset. Energies are from ωB97M-V/def2-TZVPD.

## Properties
SMILES: C=C/C=C/O.O.O
LUMO level, Eh: 0.0261
HOMO level, eV: -8.5
Orbital gap, eV: 9.25

Positions of all 17 atoms, in Å:
C (2.81, -3.08, 0.67)
C (1.94, -2.08, 0.76)
C (0.52, -2.08, 1.22)
C (-0.25, -1.06, 0.85)
O (-1.51, -0.77, 1.26)
H (3.82, -2.92, 0.31)
H (2.67, -4.13, 0.88)
H (2.27, -1.05, 0.67)
H (0.31, -2.96, 1.82)
H (0.06, -0.31, 0.12)
H (-2.11, -1.48, 1.38)
O (-2.23, 1.91, -1.12)
H (-2.66, 1.53, -0.37)
H (-2.76, 1.75, -1.87)
O (-1.00, 5.27, -2.37)
H (-1.42, 5.46, -1.54)
H (-0.45, 6.00, -2.67)

Record 2
Here is 2 unconnected molecules or ions with the total composition C4H10O3 in a non-equilibrium geometry from the OMol25 dataset. Energies are from ωB97M-V/def2-TZVPD.

## Properties
LUMO level (spin up / spin down), Eh: -0.0319 / -0.0320
HOMO level (spin up / spin down), eV: -8.4 / -8.4
Orbital gap (spin up / spin down), eV: 7.53 / 7.52

Positions of all 17 atoms, in Å:
C (-1.46, 1.33, 0.42)
C (-0.54, 1.70, -0.64)
C (-2.07, 0.00, 0.58)
O (-1.11, 2.80, -1.11)
H (-1.71, 2.12, 1.12)
H (0.43, 1.78, -0.04)
H (-0.37, 0.89, -1.38)
H (-2.30, -0.24, 1.62)
H (-3.03, 0.01, 0.04)
H (-1.46, -0.77, 0.12)
C (2.02, -0.98, 0.03)
O (0.85, -1.36, -0.67)
O (2.91, -2.06, 0.21)
H (1.11, -1.69, -1.54)
H (2.47, -2.74, 0.73)
H (2.59, -0.21, -0.50)
H (1.67, -0.57, 0.98)

Record 3
Here is 3 unconnected molecules or ions with the total composition C4H10O3 in a non-equilibrium geometry from the OMol25 dataset. Energies are from ωB97M-V/def2-TZVPD.

## Properties
Charge: +1
⟨S²⟩: 0.757
2S+1: 2
LUMO level (spin up / spin down), Eh: -0.1582 / -0.2888
HOMO level (spin up / spin down), eV: -14.5 / -14.5
Orbital gap (spin up / spin down), eV: 10.23 / 6.67

Positions of all 17 atoms, in Å:
C (-2.57, 0.62, 0.62)
C (-1.41, 0.31, -0.06)
O (-0.50, -0.34, 0.63)
C (-0.99, 0.66, -1.45)
C (-0.57, -0.37, -2.21)
H (-2.65, 0.20, 1.62)
H (-3.41, 1.17, 0.22)
H (0.38, -0.23, 0.20)
H (-0.87, 1.72, -1.65)
H (-0.44, -1.36, -1.80)
H (-0.47, -0.12, -3.26)
H (2.67, 1.73, 2.31)
H (1.30, 0.99, 2.33)
O (2.24, 0.87, 2.22)
H (2.12, -2.48, 0.50)
H (3.03, -1.77, -0.27)
O (2.13, -1.61, 0.06)

Record 4
Here is 3 unconnected molecules or ions with the total composition C4H10O3 in a non-equilibrium geometry from the OMol25 dataset. Energies are from ωB97M-V/def2-TZVPD.

## Properties
Charge: +1
⟨S²⟩: 0.773
2S+1: 2
LUMO level (spin up / spin down), Eh: -0.1601 / -0.2687
HOMO level (spin up / spin down), eV: -14.3 / -15.1
Orbital gap (spin up / spin down), eV: 9.91 / 7.75

Positions of all 17 atoms, in Å:
C (-0.03, 0.99, 2.84)
C (-0.62, 0.63, 1.68)
C (-0.76, 1.60, 0.64)
C (-0.38, 1.25, -0.65)
O (-0.49, 2.12, -1.61)
H (0.20, 0.26, 3.60)
H (0.22, 2.01, 3.09)
H (-0.87, -0.42, 1.51)
H (-1.02, 2.62, 0.94)
H (0.19, 0.35, -0.87)
H (-0.06, 1.77, -2.41)
H (0.55, -1.99, -1.81)
H (1.93, -1.58, -1.23)
O (1.32, -1.43, -1.97)
H (0.01, -4.16, 0.51)
H (1.08, -3.98, -0.59)
O (0.35, -3.54, -0.13)

Record 5
Here is 2 unconnected molecules or ions with the total composition C4H10O4Si in a non-equilibrium geometry from the OMol25 dataset. Energies are from ωB97M-V/def2-TZVPD.

## Properties
SMILES: O[Si](O)(O)O.CC1=CC1
LUMO level, Eh: 0.0126
HOMO level, eV: -8.8
Orbital gap, eV: 9.10

Positions of all 19 atoms, in Å:
O (1.23, 4.40, -0.39)
Si (1.15, 2.76, -0.11)
O (1.84, 2.34, 1.29)
O (2.08, 2.23, -1.43)
O (-0.23, 1.92, -0.16)
H (1.65, 5.12, 0.10)
H (1.82, 1.42, 1.45)
H (2.30, 2.98, -2.02)
H (-0.81, 1.95, -0.89)
C (-2.58, -2.51, 1.41)
C (-1.24, -2.36, 0.74)
C (-0.24, -1.58, 0.36)
C (-0.17, -3.11, 0.04)
H (-2.59, -2.54, 2.52)
H (-3.18, -1.58, 1.29)
H (-3.19, -3.30, 0.93)
H (0.01, -0.58, 0.14)
H (0.50, -3.87, 0.57)
H (-0.16, -3.45, -1.01)

Record 6
Here is a single C4H10OS molecule in a non-equilibrium geometry from the OMol25 dataset. Energies are from ωB97M-V/def2-TZVPD.

## Properties
SMILES: C[C@H](S)CCO
LUMO level, Eh: 0.0313
HOMO level, eV: -9.1
Orbital gap, eV: 9.92

Positions of all 16 atoms, in Å:
C (-0.94, 1.44, -0.24)
C (-0.80, -0.12, -0.46)
S (-2.42, -0.87, -0.33)
C (0.29, -0.77, 0.41)
C (1.68, -0.25, 0.34)
O (2.17, -0.49, -1.00)
H (0.05, 1.96, -0.32)
H (-1.66, 1.78, -0.99)
H (-1.43, 1.75, 0.73)
H (-0.49, -0.38, -1.49)
H (-2.70, -0.02, 0.74)
H (-0.03, -0.62, 1.42)
H (0.20, -1.87, 0.47)
H (1.98, 0.75, 0.67)
H (2.18, -0.89, 1.11)
H (1.92, -1.40, -1.08)

Record 7
Here is 2 unconnected molecules or ions with the total composition C4H10OS from the OMol25 dataset. Energies are from ωB97M-V/def2-TZVPD.

## Properties
SMILES: CC=O.CCS
LUMO level, Eh: 0.0297
HOMO level, eV: -9.1
Orbital gap, eV: 9.92

Positions of all 16 atoms, in Å:
C (1.77, -1.41, 0.50)
C (0.49, -1.21, 1.27)
O (-0.57, -1.67, 0.93)
H (1.76, -2.36, -0.02)
H (1.89, -0.62, -0.24)
H (2.60, -1.35, 1.21)
H (0.56, -0.64, 2.20)
C (-0.81, 0.59, -1.66)
C (-1.29, 1.21, -0.36)
S (0.09, 1.83, 0.66)
H (-0.19, 1.29, -2.22)
H (-0.24, -0.32, -1.46)
H (-1.68, 0.31, -2.25)
H (-1.82, 0.44, 0.21)
H (-1.92, 2.06, -0.56)
H (-0.62, 1.83, 1.80)

Record 8
Here is a molecular structure, C4H10OS in a non-equilibrium geometry from the OMol25 dataset. Energies are from ωB97M-V/def2-TZVPD.

## Properties
LUMO level (spin up / spin down), Eh: 0.0081 / -0.0026
HOMO level (spin up / spin down), eV: -7.5 / -7.2
Orbital gap (spin up / spin down), eV: 7.72 / 7.10

Positions of all 16 atoms, in Å:
C (-0.71, 0.74, 0.19)
C (-1.53, 0.51, 1.48)
C (-1.38, 0.57, -1.14)
C (2.25, -1.48, -0.62)
O (1.58, 0.41, 1.54)
S (1.01, 0.33, 0.26)
H (-1.87, 1.39, 1.89)
H (-2.32, -0.15, 1.13)
H (-1.06, -0.07, 2.33)
H (-1.45, -0.58, -1.45)
H (-2.42, 0.81, -0.97)
H (-0.90, 1.06, -1.96)
H (3.22, -1.52, -0.10)
H (1.63, -2.28, -0.42)
H (2.41, -1.19, -1.65)
H (1.54, 1.45, -0.51)